(1)
DFT (the ωB97M-V functional and the def2-TZVPD basis) results for C3H5N3S in the gas phase in a non-equilibrium geometry.

Summary:
E (hartree): -679.737472
M (g/mol): 115.16
Structure (SMILES): NSc1cnc[nH]1
Strongest force on any atom (eV/Å): 3.20

Geometry as ORCA input:
```
! wB97M-V def2-TZVPD RIJCOSX def2/J DEFGRID3
* xyz 0 1
C 1.0348 1.2768 -0.2269
C 1.7723 -0.6402 0.2836
C -0.0348 0.6301 0.4187
N 2.1207 0.4737 -0.3297
N 0.5144 -0.6768 0.7164
N -2.1648 -0.3525 -0.5756
S -1.7081 0.9531 0.5243
H 1.0145 2.2729 -0.6113
H 2.4436 -1.5934 0.2606
H 0.2762 -1.4965 1.1941
H -2.9747 -0.9117 -0.2084
H -2.2940 0.0645 -1.4459
*
```

(2)
DFT (the ωB97M-V functional and the def2-TZVPD basis) results for CHN3O2 in the gas phase in a non-equilibrium geometry.

Summary:
E (hartree): -353.361948
M (g/mol): 87.04
Structure (SMILES): Oc1nnno1
Strongest force on any atom (eV/Å): 4.16

Geometry as ORCA input:
```
! wB97M-V def2-TZVPD RIJCOSX def2/J DEFGRID3
* xyz 0 1
C 0.1166 -0.1399 -0.3063
H 0.6637 -1.2509 -1.8028
N 0.1776 -0.7879 0.8083
N -0.3693 0.1089 1.6818
N -0.7075 1.1884 1.2838
O 0.3519 -0.3710 -1.5873
O -0.2330 1.2524 -0.0775
*
```

(3)
DFT (the ωB97M-V functional and the def2-TZVPD basis) results for a molecular structure, C22H18N11O4S3Sc.

Summary:
E (hartree): -3707.593937
M (g/mol): 641.62
Strongest force on any atom (eV/Å): 0.19

Geometry as ORCA input:
```
! wB97M-V def2-TZVPD RIJCOSX def2/J DEFGRID3
* xyz 0 1
Sc -0.6084 0.9061 1.6692
S -2.7727 0.9518 0.3661
C -2.2151 1.3367 -1.2549
C -3.0583 1.0850 -2.3324
C -2.6410 1.2873 -3.6396
C -3.5220 0.9534 -4.7222
N -4.2256 0.6621 -5.5829
C -1.3489 1.7703 -3.8799
C -0.5175 2.0600 -2.8086
C -0.9284 1.8598 -1.4926
S 0.2023 2.2680 -0.2083
C -0.8559 1.9314 -5.2183
N -0.4599 2.0449 -6.2912
H -4.0492 0.6926 -2.1472
H 0.4794 2.4341 -2.9983
S 0.5185 -1.6470 3.6101
C 1.7383 -1.8034 2.3567
N 2.9368 -2.0817 2.7525
N 3.9651 -1.9803 1.9314
C 4.1319 -1.0240 0.8729
C 3.6496 0.2739 1.0107
C 3.8919 1.1940 0.0037
C 4.6287 0.8339 -1.1189
C 5.1154 -0.4589 -1.2375
C 4.8600 -1.3964 -0.2446
N 1.4506 -1.7157 0.9845
N 0.4275 -1.1224 0.6097
C 0.2373 -1.2364 -0.8147
C 1.3037 -1.0298 -1.6807
C 1.0898 -1.1249 -3.0440
C -0.1703 -1.4494 -3.5349
C -1.2208 -1.6727 -2.6584
C -1.0249 -1.5495 -1.2897
H 4.8199 -2.2505 2.3927
H 3.0783 0.5604 1.8865
H 3.4985 2.1972 0.0975
H 4.8153 1.5593 -1.8994
H 5.6854 -0.7486 -2.1106
H 5.2134 -2.4152 -0.3390
H 2.2739 -0.7700 -1.2824
H 1.9073 -0.9385 -3.7284
H -0.3343 -1.5165 -4.6027
H -2.2017 -1.9261 -3.0387
H -1.8440 -1.6943 -0.5983
N -2.7416 -1.7172 2.5511
N -3.4317 -1.0560 3.5645
C -3.2727 0.2227 3.9349
N -4.1426 0.7211 4.8117
N -2.2281 0.8770 3.4072
N -2.0676 2.2028 3.6695
O -1.2568 2.7333 2.9074
O -2.6309 2.7966 4.5642
H -1.7574 -1.7989 2.7900
H -2.8674 -1.2344 1.6625
H -4.1807 -1.5819 3.9829
H -4.9808 0.2140 5.0331
H -4.0095 1.6638 5.1426
O 0.8918 -0.1357 4.1557
O 0.7565 0.7829 3.0780
*
```

(4)
DFT (the ωB97M-V functional and the def2-TZVPD basis) results for a molecular structure, C18H31Br2IN6OPS in a non-equilibrium geometry.

Summary:
E (hartree): -7293.264851
M (g/mol): 697.24
Strongest force on any atom (eV/Å): 1.66

Geometry as ORCA input:
```
! wB97M-V def2-TZVPD RIJCOSX def2/J DEFGRID3
* xyz 1 1
C -2.5632 2.4075 1.9748
C -3.3766 2.1874 0.7126
Br -3.7551 0.2772 0.5514
C -2.7373 2.6129 -0.6184
S -0.9490 2.3906 -0.5737
C -0.2478 3.9494 -1.2848
C 0.7811 4.5533 -0.3455
C 1.4769 5.7274 -1.0321
Br 0.9993 7.4145 -0.2141
P -0.6911 0.5811 -2.0032
O 0.5575 0.9324 -2.9014
I 0.2334 -1.0183 -0.3253
H -1.8550 1.6069 2.1455
H -3.2547 2.3919 2.8125
H -2.0881 3.3834 1.9762
H -4.3148 2.7090 0.8445
H -2.9414 3.6626 -0.7987
H -3.1348 2.0057 -1.4223
H -1.0902 4.6178 -1.4145
H 0.1899 3.6648 -2.2340
H 0.2663 4.8938 0.5453
H 1.4919 3.7854 -0.0705
H 2.5530 5.6567 -0.9667
H 1.2209 5.7635 -2.0834
H 1.3484 1.2491 -2.3974
C 3.0150 -2.8361 1.7986
C 3.9744 -2.4145 2.8074
N 4.7289 -2.0808 3.6054
H 2.4400 -3.6812 2.1614
H 2.3419 -2.0124 1.5746
H 3.5334 -3.1334 0.8905
C -2.3202 -3.5847 -3.9340
C -1.7033 -2.3646 -3.4554
N -1.2016 -1.4143 -3.0534
H -3.3998 -3.5192 -3.8181
H -2.0770 -3.7250 -4.9852
H -1.9474 -4.4294 -3.3574
C 1.1501 2.4730 3.5925
C 1.8144 2.1798 2.3329
N 2.3454 1.9340 1.3444
H 0.3698 1.7375 3.7770
H 1.8732 2.4365 4.4043
H 0.7082 3.4672 3.5543
C 5.5693 0.6241 -1.0907
C 4.2022 0.8377 -1.5277
N 3.1237 1.0064 -1.8723
H 5.5868 -0.1159 -0.2932
H 6.1698 0.2694 -1.9255
H 5.9832 1.5588 -0.7196
C -0.0366 -6.2378 1.2374
C 1.3017 -5.9337 0.7499
N 2.3592 -5.6977 0.3682
H -0.3446 -7.2150 0.8727
H -0.0371 -6.2489 2.3254
H -0.7454 -5.4900 0.8847
C -4.8843 -3.7865 0.1903
C -3.4895 -4.2021 0.2403
N -2.3828 -4.5061 0.2666
H -5.4479 -4.4477 -0.4641
H -5.3171 -3.8152 1.1874
H -4.9360 -2.7715 -0.1949
*
```

(5)
DFT (the ωB97M-V functional and the def2-TZVPD basis) results for a molecular structure, C22H34AuGe2N2O6S2 in a non-equilibrium geometry.

Summary:
E (hartree): -6505.329374
M (g/mol): 828.84
Strongest force on any atom (eV/Å): 1.36

Geometry as ORCA input:
```
! wB97M-V def2-TZVPD RIJCOSX def2/J DEFGRID3
* xyz 1 3
Au -3.1150 1.5863 0.7196
O -1.1477 1.6620 -1.9176
S 0.1670 1.0315 -2.1160
O 1.3124 1.9694 -1.4648
O -1.1208 1.5581 1.2558
C -0.1155 -2.8317 -2.1565
C 0.5832 -2.8283 -3.3622
C 0.1327 -2.1257 -4.4677
C -1.0435 -1.3930 -4.3986
C -1.7543 -1.3615 -3.2121
C -1.2905 -2.0736 -2.1104
S -2.2184 -1.9226 -0.6211
O -2.3646 -3.1870 0.0219
O -3.3986 -1.1441 -0.8890
O -1.2822 -1.0434 0.2480
H 1.5018 -3.3994 -3.4276
H 0.7023 -2.1513 -5.3874
H -1.4034 -0.8462 -5.2593
H -2.6609 -0.7818 -3.1226
C 0.1799 5.1901 -0.9022
C -0.8433 4.3383 -0.1427
Ge 0.0016 3.0163 0.9964
C 0.4645 3.5650 2.8016
C 1.5699 4.6255 2.8344
C 1.4093 1.9446 0.0847
C 1.4208 0.5499 0.6224
Ge -0.2676 -0.0452 1.3372
C -0.5330 -0.7673 3.1112
C -0.2705 -2.2648 3.2774
C 0.4146 -3.6781 -1.0260
C -0.0477 -5.1315 -1.1552
C 2.5662 -0.2879 0.5758
C 3.8384 0.1734 0.1602
C 4.9232 -0.6760 0.1307
C 4.7873 -2.0117 0.5016
C 3.5444 -2.4969 0.8987
C 2.4575 -1.6523 0.9334
H -0.3276 5.9509 -1.4947
H 0.7776 4.5821 -1.5788
H 0.8600 5.7100 -0.2245
H -1.5054 3.8117 -0.8321
H -1.4643 4.9659 0.5009
H 0.7614 2.6757 3.3631
H -0.4473 3.9418 3.2693
H 2.4923 4.2629 2.3769
H 1.8066 4.9124 3.8585
H 1.2719 5.5319 2.3049
H 2.3821 2.4121 0.2202
H -1.5794 -0.5428 3.3349
H 0.0739 -0.1695 3.7943
H -0.8459 -2.8491 2.5566
H -0.5683 -2.5893 4.2737
H 0.7846 -2.5089 3.1609
H 1.5057 -3.6332 -1.0554
H 0.0980 -3.2909 -0.0592
H 0.2789 -5.5589 -2.1040
H -1.1337 -5.1919 -1.1043
H 0.3656 -5.7376 -0.3489
H 3.9725 1.2028 -0.1409
H 5.8871 -0.3006 -0.1854
H 5.6441 -2.6711 0.4751
H 3.4286 -3.5370 1.1746
H 1.4917 -2.0547 1.2185
N -5.7194 0.2679 0.3422
N -5.0719 1.5310 0.0812
H -6.5571 0.2127 -0.2293
H -5.0806 -0.4555 0.0210
H -5.6038 2.2447 0.5690
H -5.0770 1.7653 -0.9104
*
```

(6)
DFT (the ωB97M-V functional and the def2-TZVPD basis) results for C9H20O3S in the gas phase in a non-equilibrium geometry.

Summary:
E (hartree): -978.777687
M (g/mol): 208.32
Strongest force on any atom (eV/Å): 2.54

Geometry as ORCA input:
```
! wB97M-V def2-TZVPD RIJCOSX def2/J DEFGRID3
* xyz 0 1
C -2.5144 -1.7487 -0.1163
C -3.6508 -0.7367 -0.0293
C -3.2375 0.5963 0.5935
C -2.1674 1.3368 -0.1934
H -2.3011 1.2220 -1.2671
H -2.1603 2.3915 0.0733
S -0.4925 0.6582 0.2584
O -0.2663 1.1662 1.6176
C 0.4270 1.8189 -0.8709
C 1.8909 1.9266 -0.4412
C 2.5696 0.5450 -0.5025
O 1.8057 -0.3493 0.2703
C 2.0620 -1.7183 0.0578
C 3.4131 -2.1770 0.5994
H 3.4849 -3.2588 0.5306
H 4.2306 -1.7380 0.0325
H 3.5097 -1.8808 1.6406
H 1.9897 -1.9502 -1.0167
H 1.2539 -2.2318 0.5845
H 3.5892 0.6375 -0.1074
H 2.6216 0.2031 -1.5479
O 2.0113 2.5092 0.8208
H 1.3897 2.0438 1.4135
H 2.4314 2.5904 -1.1326
H 0.3378 1.4180 -1.8781
H -0.0378 2.8005 -0.8083
H -4.1262 1.2280 0.6763
H -2.8577 0.4292 1.6046
H -4.4553 -1.1588 0.5770
H -4.0545 -0.5573 -1.0292
H -1.7742 -1.4475 -0.8526
H -2.9036 -2.7233 -0.4037
H -2.0184 -1.8448 0.8464
*
```